{"formula": "C69H158N10O12", "method": "the ωB97M-V functional and the def2-TZVPD basis", "species": ["C", "C", "C", "C", "C", "C", "N", "O", "C", "C", "C", "H", "H", "H", "H", "H", "H", "H", "H", "H", "H", "H", "H", "H", "H", "H", "H", "H", "H", "H", "C", "C", "C", "C", "C", "C", "N", "O", "C", "C", "C", "H", "H", "H", "H", "H", "H", "H", "H", "H", "H", "H", "H", "H", "H", "H", "H", "H", "H", "H", "C", "C", "C", "C", "C", "C", "N", "O", "C", "C", "C", "H", "H", "H", "H", "H", "H", "H", "H", "H", "H", "H", "H", "H", "H", "H", "H", "H", "H", "H", "C", "C", "C", "C", "C", "C", "N", "O", "C", "C", "C", "H", "H", "H", "H", "H", "H", "H", "H", "H", "H", "H", "H", "H", "H", "H", "H", "H", "H", "H", "C", "C", "C", "C", "C", "C", "N", "O", "C", "C", "C", "H", "H", "H", "H", "H", "H", "H", "H", "H", "H", "H", "H", "H", "H", "H", "H", "H", "H", "H", "C", "O", "C", "C", "N", "C", "C", "O", "C", "H", "H", "H", "H", "H", "H", "H", "H", "H", "H", "H", "H", "H", "H", "H", "C", "O", "C", "C", "N", "C", "C", "O", "C", "H", "H", "H", "H", "H", "H", "H", "H", "H", "H", "H", "H", "H", "H", "H", "C", "C", "C", "O", "C", "N", "H", "H", "H", "H", "H", "H", "H", "H", "H", "H", "H", "C", "C", "C", "O", "C", "N", "H", "H", "H", "H", "H", "H", "H", "H", "H", "H", "H", "C", "C", "C", "O", "C", "N", "H", "H", "H", "H", "H", "H", "H", "H", "H", "H", "H"], "xyz": [[-5.72190, 3.74665, 1.64816], [-6.07411, 4.56727, 0.42155], [-6.95538, 5.78949, 0.59768], [-6.18476, 7.11665, 0.91472], [-5.08921, 7.30359, -0.11735], [-4.08775, 6.07863, -0.11369], [-4.89330, 4.92896, -0.40268], [-4.11005, 3.79728, -0.70692], [-3.04814, 6.34435, -1.21981], [-3.31876, 6.02332, 1.19525], [-6.86613, 3.55334, -0.44142], [-5.19308, 4.26779, 2.48618], [-5.02165, 2.99097, 1.32532], [-6.64737, 3.31536, 2.03615], [-7.46528, 6.03335, -0.35246], [-7.59908, 5.51269, 1.39942], [-5.75036, 7.03024, 1.94949], [-6.94296, 7.91390, 0.86295], [-4.50540, 8.17588, 0.21641], [-5.53613, 7.50843, -1.08901], [-2.24419, 5.69334, -0.93100], [-3.47649, 6.14036, -2.19433], [-2.70605, 7.38991, -1.18443], [-2.64579, 5.17446, 1.05048], [-2.68924, 6.93130, 1.27459], [-3.92495, 5.81701, 2.06240], [-6.22193, 2.64907, -0.50137], [-7.18127, 4.02619, -1.35218], [-7.78740, 3.31355, 0.09864], [-3.64082, 3.52332, 0.11013], [3.49383, 3.80810, -2.51759], [2.12609, 4.55409, -2.34017], [1.39527, 3.91353, -1.13172], [0.33741, 4.87068, -0.64134], [0.78076, 6.31250, -0.35092], [1.46057, 6.95884, -1.58795], [2.47804, 5.95143, -2.07177], [3.02306, 6.51155, -3.27071], [0.43167, 7.35232, -2.67748], [2.20291, 8.19247, -1.16341], [1.41174, 4.23917, -3.61257], [4.03643, 3.77987, -1.60401], [4.02924, 4.24852, -3.36980], [3.32582, 2.74785, -2.67675], [1.04478, 2.92197, -1.38426], [2.09165, 3.85100, -0.27853], [-0.34020, 4.48523, 0.20756], [-0.32442, 4.85650, -1.45453], [1.42336, 6.34328, 0.54072], [-0.01868, 6.96413, -0.08122], [0.92124, 7.63869, -3.59207], [-0.15591, 6.49431, -2.85764], [-0.18749, 8.22790, -2.38135], [2.42882, 8.79934, -2.00555], [1.50102, 8.89065, -0.60805], [3.06104, 7.95605, -0.59980], [1.82058, 4.77458, -4.51215], [0.37808, 4.44113, -3.47297], [1.51291, 3.20089, -3.88133], [3.95532, 6.53299, -3.06482], [4.77852, 0.69948, 0.37982], [5.52484, -0.07984, -0.74765], [6.63275, 0.70635, -1.33076], [7.76589, 0.89639, -0.40892], [8.40324, -0.40301, -0.02517], [7.37752, -1.26612, 0.66007], [6.18299, -1.33106, -0.23898], [5.24820, -2.11138, 0.39934], [7.84145, -2.67177, 0.70033], [7.15254, -0.92067, 2.14708], [4.54865, -0.51371, -1.82866], [4.18702, 1.49722, -0.06481], [5.42219, 1.03563, 1.16358], [4.00360, 0.00743, 0.78821], [7.01279, 0.10827, -2.14904], [6.29300, 1.65832, -1.65950], [7.52415, 1.43572, 0.53258], [8.54742, 1.54583, -0.87122], [9.24993, -0.21273, 0.76052], [8.94937, -0.91161, -0.79128], [8.86275, -2.75735, 1.11713], [7.27477, -3.33205, 1.44929], [7.88683, -3.10353, -0.29482], [8.08741, -1.07617, 2.65837], [6.83656, 0.12184, 2.42071], [6.40885, -1.61170, 2.58660], [5.07936, -1.17391, -2.50838], [4.20759, 0.38926, -2.49556], [3.64636, -0.93168, -1.42528], [4.96862, -1.74648, 1.28604], [0.49045, -4.54111, -2.65399], [1.53425, -3.43811, -2.33175], [2.86236, -3.70415, -3.13492], [2.71751, -3.21928, -4.57498], [2.48131, -1.68354, -4.50246], [1.10609, -1.42175, -3.87123], [1.04807, -2.11635, -2.54730], [-0.33034, -1.98569, -2.08704], [1.02484, 0.08378, -3.62196], [-0.10438, -1.82162, -4.74229], [1.76909, -3.54659, -0.84586], [0.09160, -4.53679, -3.66200], [-0.34828, -4.41424, -1.94468], [0.94926, -5.48967, -2.37930], [3.69345, -3.21140, -2.61569], [3.13658, -4.80033, -3.12367], [1.76207, -3.64892, -4.98991], [3.57517, -3.57064, -5.16390], [2.44123, -1.30921, -5.56666], [3.28666, -1.18145, -3.95809], [1.85424, 0.45423, -2.95550], [1.01677, 0.70533, -4.50813], [0.12677, 0.42170, -3.08274], [0.13704, -1.66679, -5.78917], [-0.46842, -2.83875, -4.57797], [-0.93908, -1.18142, -4.49745], [2.04228, -4.51569, -0.48128], [0.81249, -3.28448, -0.28143], [2.57263, -2.87332, -0.52542], [-0.33650, -1.42229, -1.33278], [-4.43682, -6.66721, 1.77990], [-3.22001, -5.98841, 1.14481], [-3.07593, -4.47799, 1.40377], [-2.67481, -4.09796, 2.86080], [-1.27791, -4.68727, 2.99542], [-1.24862, -6.21454, 2.78456], [-1.90760, -6.51441, 1.48212], [-1.84901, -7.87235, 1.12632], [0.23555, -6.60996, 2.85839], [-1.96966, -6.83322, 3.99060], [-3.32421, -6.07027, -0.28762], [-4.42097, -6.68819, 2.85553], [-4.48901, -7.71388, 1.43534], [-5.26995, -6.10314, 1.40112], [-2.23099, -4.14618, 0.74387], [-4.03702, -4.09053, 1.13517], [-3.34757, -4.48382, 3.58403], [-2.73891, -3.00695, 2.97371], [-0.76635, -4.42418, 3.96966], [-0.62645, -4.22185, 2.22982], [0.68968, -6.19725, 3.74672], [0.16178, -7.69994, 3.04479], [0.66251, -6.36059, 1.92925], [-2.89485, -6.41745, 4.23678], [-2.12106, -7.90443, 3.79790], [-1.28337, -6.84766, 4.91238], [-3.27138, -7.15899, -0.53767], [-2.54384, -5.54358, -0.82584], [-4.26673, -5.72836, -0.72816], [-1.19365, -7.88944, 0.42503], [5.24068, -8.65231, -1.53214], [5.17635, -7.64830, -0.56107], [4.58292, -6.51599, -1.00661], [4.62651, -5.52157, 0.17462], [3.71663, -5.97167, 1.21266], [3.86374, -5.31459, 2.53011], [2.96682, -4.05486, 2.57331], [3.45601, -3.17157, 3.59983], [2.85891, -1.87802, 3.81820], [4.71493, -8.40403, -2.48370], [4.61595, -9.55524, -1.12471], [6.24864, -9.05463, -1.66449], [3.60607, -6.68743, -1.31910], [5.14303, -6.11090, -1.80981], [4.32887, -4.49819, -0.12422], [5.64604, -5.43240, 0.47790], [3.81567, -6.99137, 1.42975], [4.92274, -5.01244, 2.68618], [3.62701, -6.00321, 3.28726], [1.96162, -4.30488, 2.77838], [2.92996, -3.50682, 1.62688], [3.45202, -1.24714, 4.53415], [1.85313, -2.07660, 4.22641], [2.76445, -1.27106, 2.86899], [-3.40588, -1.69016, -0.58306], [-4.07530, -1.10472, 0.53689], [-5.51292, -1.28664, 0.46084], [-6.09405, -0.64618, 1.71439], [-5.69035, -1.43378, 2.89302], [-6.01568, -0.80822, 4.12073], [-5.71149, -1.66634, 5.32114], [-4.29006, -1.81934, 5.33009], [-3.94722, -2.82600, 6.22039], [-2.29449, -1.81400, -0.38582], [-3.55753, -1.06387, -1.49440], [-3.76872, -2.69876, -0.77843], [-5.73963, -2.31974, 0.32154], [-5.83675, -0.75600, -0.44723], [-7.18456, -0.60404, 1.58123], [-5.63134, 0.38155, 1.73087], [-4.66073, -1.48538, 2.76112], [-7.13818, -0.66065, 4.06025], [-5.61566, 0.24483, 4.25789], [-6.26176, -2.63570, 5.23539], [-6.03080, -1.19952, 6.24341], [-4.40483, -3.76465, 5.89170], [-4.24148, -2.63149, 7.23081], [-2.89366, -2.89221, 6.26290], [-2.14356, 1.39889, 3.14267], [-1.53561, 1.39215, 1.72942], [-0.99839, -0.05842, 1.53500], [-0.34085, -0.31423, 0.34878], [0.98836, 0.08348, 0.26104], [-2.47996, 1.84201, 0.75779], [-2.69319, 2.30531, 3.30216], [-1.35796, 1.29652, 3.86821], [-2.90323, 0.62638, 3.32337], [-0.65305, 2.08457, 1.69433], [-1.84531, -0.70433, 1.54202], [-0.33074, -0.25566, 2.33380], [1.31096, -0.42350, -0.67516], [1.60476, -0.08018, 1.16764], [1.03833, 1.07965, -0.06340], [-3.24556, 1.14341, 0.66701], [-1.95020, 1.82027, -0.13637], [1.76108, 4.80438, 3.80653], [2.11884, 3.65597, 2.90832], [3.51845, 3.57537, 2.50836], [3.82696, 4.69204, 1.75868], [5.15359, 5.07344, 1.65637], [1.89364, 2.37988, 3.62246], [0.66815, 4.82998, 3.96597], [2.07926, 5.72599, 3.35928], [2.18203, 4.74817, 4.81921], [1.46882, 3.63699, 2.03215], [3.60080, 2.55075, 2.03239], [4.11224, 3.50894, 3.46733], [5.75339, 4.80364, 2.52195], [5.18438, 6.24055, 1.71089], [5.62368, 4.72850, 0.75727], [1.83752, 2.46268, 4.62110], [0.94523, 2.08849, 3.37241], [-2.80679, 1.67243, -4.11344], [-4.32305, 1.91645, -4.29427], [-4.96567, 1.04799, -5.40670], [-4.09850, 0.97860, -6.49868], [-4.73683, 0.52386, -7.66846], [-5.11077, 1.69186, -3.08603], [-2.21399, 1.61669, -5.01877], [-2.67657, 0.72075, -3.54303], [-2.43739, 2.51866, -3.45213], [-4.49374, 2.95980, -4.63970], [-5.91228, 1.52518, -5.64693], [-5.21837, 0.02020, -5.07976], [-4.02407, 0.43468, -8.48454], [-5.67643, 1.06800, -7.85857], [-5.11898, -0.48822, -7.51853], [-4.94055, 0.77684, -2.68655], [-4.84373, 2.33581, -2.33659]], "lumo_ha": 0.020, "homo_ev": -8.20, "smiles": "CC1(C)CCCC(C)(C)N1O.CC1(C)CCCC(C)(C)N1O.CC1(C)CCCC(C)(C)N1O.CC1(C)CCCC(C)(C)N1O.CC1(C)CCCC(C)(C)N1O.COC[C@H](C)N.COC[C@H](C)N.COC[C@H](C)N.COCCNCCOC.COCCNCCOC"}